The following is a DFT calculation (ωB97M-V/def2-TZVPD) of a molecular structure, C35H44N9O9S2ScSe2Te2 in a non-equilibrium geometry.

XYZ file:
```
104
Properties=species:S:1:pos:R:3:mulliken_charge:R:1
Sc -0.15 -0.88 -0.59 -0.458
Se -0.27 -1.90 -3.16 -0.322
Te -0.89 -4.33 -3.12 -0.116
Te -1.34 -4.59 -0.45 -0.201
Se 0.57 -3.19 0.32 -0.076
O -7.12 -1.27 -3.57 -0.532
C -7.07 -0.88 -2.27 0.502
O -8.01 -0.29 -1.80 -0.607
C -5.84 -1.20 -1.51 1.207
C -4.61 -1.46 -2.12 -0.306
C -3.47 -1.59 -1.35 -0.152
C -3.49 -1.47 0.05 -0.528
C -4.76 -1.32 0.65 -0.521
C -5.89 -1.17 -0.12 -1.181
N -2.30 -1.43 0.75 2.100
C -2.36 -1.89 2.03 -0.753
C -1.39 -1.78 2.99 0.047
C -1.34 -2.57 4.19 -1.093
C -0.15 -2.92 4.71 -0.798
C 1.07 -2.55 4.02 -0.301
C 1.04 -1.68 3.00 -1.265
N -0.19 -1.07 2.67 1.119
H -6.37 -1.84 -3.78 0.357
H -4.50 -1.52 -3.20 0.064
H -2.53 -1.77 -1.85 -0.407
H -4.83 -1.24 1.73 0.512
H -6.85 -0.99 0.35 0.422
H -3.23 -2.47 2.31 0.465
H -2.27 -2.92 4.61 0.485
H -0.08 -3.53 5.60 0.436
H 2.01 -2.99 4.30 0.665
H 1.91 -1.34 2.46 0.843
C -0.95 2.25 1.99 -0.711
O -1.24 0.88 2.31 -0.548
C -0.26 0.04 1.94 -0.165
O 0.54 0.33 1.03 0.695
H -1.73 2.83 2.47 0.336
H -0.96 2.42 0.91 0.051
H 0.02 2.54 2.39 0.337
N 3.13 2.58 -6.38 -0.257
C 2.36 3.12 -5.42 0.212
S 1.84 4.68 -5.57 -0.392
C 2.02 2.26 -4.26 1.250
C 2.45 0.94 -4.13 -1.217
C 2.06 0.19 -3.04 -1.337
N 1.26 0.65 -2.08 1.466
C 0.88 1.93 -2.18 -0.003
C 1.24 2.76 -3.22 -1.003
H 3.34 3.14 -7.19 0.206
H 3.39 1.61 -6.39 0.146
H 3.08 0.48 -4.88 0.230
H 2.40 -0.83 -2.94 0.472
H 0.24 2.30 -1.38 -0.288
H 0.90 3.79 -3.24 0.496
C -1.89 0.88 -4.00 -0.754
N -2.77 1.55 -3.06 0.480
C -3.88 2.25 -3.70 -0.645
C -4.40 3.35 -2.80 -0.703
C -4.74 2.70 -1.47 -0.577
N -3.57 2.01 -0.94 0.528
C -3.56 1.92 0.50 -1.001
C -2.63 1.42 -1.72 -0.279
O -1.64 0.81 -1.24 0.906
H -1.34 1.62 -4.59 0.394
H -2.48 0.26 -4.68 0.436
H -1.19 0.24 -3.48 -0.652
H -4.68 1.54 -3.93 0.271
H -3.51 2.66 -4.64 0.391
H -5.27 3.82 -3.24 0.403
H -3.62 4.10 -2.65 0.268
H -5.57 2.00 -1.59 0.156
H -5.03 3.45 -0.74 0.408
H -3.43 2.91 0.94 0.441
H -2.76 1.27 0.83 -0.045
H -4.51 1.51 0.85 0.381
C 4.09 -1.69 6.65 -1.288
C 4.06 -0.59 5.60 -0.254
S 5.08 -1.12 4.21 1.130
O 6.40 -1.42 4.69 -0.712
O 4.35 -2.13 3.50 -0.550
C 5.19 0.38 3.18 -0.549
C 5.72 0.10 1.76 -1.324
N 4.77 -0.58 0.88 0.385
C 3.61 -0.03 0.44 0.411
N 2.87 -0.90 -0.22 0.419
C 3.57 -2.06 -0.23 -0.882
C 4.75 -1.89 0.44 -0.558
N 5.79 -2.85 0.58 1.154
O 6.87 -2.49 1.02 -0.668
O 5.52 -3.99 0.26 -0.620
C 3.27 1.41 0.67 -1.303
H 3.38 -1.49 7.45 0.380
H 5.09 -1.78 7.08 0.376
H 3.84 -2.65 6.18 0.308
H 4.47 0.35 5.96 0.480
H 3.06 -0.45 5.19 0.145
H 5.89 1.03 3.70 0.633
H 4.20 0.83 3.17 0.291
H 6.62 -0.50 1.81 0.504
H 5.96 1.06 1.30 0.402
H 3.21 -2.96 -0.70 0.827
H 4.17 2.03 0.65 0.667
H 2.77 1.54 1.63 0.050
H 2.59 1.73 -0.10 -0.247
```

E_HOMO ... -6.4 eV
Largest force on an atom ... 1.04 eV Å⁻¹
Calculated total energy ... -256499.7239 eV
Relative energy (zero: lowest compared OMol25 entry of this formula, charge and spin) ... 137.2 kJ/mol
Total charge ... 0



The following is a DFT calculation (ωB97M-V/def2-TZVPD) of a molecular structure, C35H45AlN2O3 in a non-equilibrium geometry.

XYZ file:
```
86
Properties=species:S:1:pos:R:3:mulliken_charge:R:1
Al -0.16 -0.37 0.17 -3.460
C 0.61 -0.42 6.80 -0.756
O 1.88 -0.64 6.21 -0.465
C 1.95 -0.66 4.87 1.059
C 3.21 -0.99 4.32 -0.975
C 3.34 -1.15 2.98 -1.210
C 2.24 -0.99 2.09 0.228
C 2.33 -1.33 0.72 1.461
C 3.63 -1.75 0.11 -2.296
O 1.32 -1.35 -0.06 -0.220
C 1.00 -0.55 2.66 -0.283
O -0.03 -0.27 1.91 0.544
C 0.88 -0.40 4.04 0.169
H 0.76 -0.52 7.87 0.254
H -0.11 -1.17 6.47 0.327
H 0.23 0.57 6.58 0.299
H 4.05 -1.12 4.99 0.464
H 4.31 -1.41 2.58 0.495
H 4.05 -2.60 0.64 0.612
H 4.34 -0.92 0.15 0.413
H 3.45 -2.02 -0.93 0.384
H -0.08 -0.06 4.41 0.522
C -3.62 -0.77 1.83 -1.234
C -3.34 -2.22 1.42 0.598
C -2.03 -2.77 1.99 -1.089
C -3.37 -2.48 -0.08 0.795
C -4.20 -3.51 -0.50 -1.125
C -4.30 -3.88 -1.83 -1.564
C -3.51 -3.24 -2.76 -0.284
C -2.64 -2.22 -2.39 0.484
C -1.67 -1.68 -3.44 2.051
C -0.89 -2.84 -4.08 -1.679
C -2.38 -0.88 -4.53 -1.574
C -2.59 -1.79 -1.04 -0.697
N -1.75 -0.70 -0.71 2.529
C -2.05 0.51 -1.38 -1.487
C -1.14 1.50 -1.36 -0.362
N 0.06 1.25 -0.67 2.362
C 1.07 2.24 -0.77 -1.269
C 1.27 3.16 0.28 0.829
C 2.28 4.11 0.15 -0.388
C 3.08 4.16 -0.98 -1.542
C 2.86 3.26 -2.01 -0.539
C 1.86 2.30 -1.93 0.982
C 1.65 1.33 -3.07 1.910
C 2.87 0.41 -3.22 -1.443
C 1.37 2.06 -4.39 -1.830
C 0.38 3.16 1.50 1.521
C -0.54 4.38 1.48 -1.725
C 1.18 3.09 2.80 -1.588
H -3.90 -0.74 2.89 0.442
H -4.45 -0.35 1.25 0.367
H -2.76 -0.13 1.70 -0.015
H -4.15 -2.81 1.85 0.659
H -1.18 -2.37 1.44 -0.129
H -2.00 -3.85 1.89 0.480
H -1.91 -2.51 3.04 0.376
H -4.80 -4.03 0.24 0.361
H -4.98 -4.67 -2.13 0.380
H -3.55 -3.55 -3.79 0.335
H -0.95 -1.04 -2.94 -0.966
H -1.53 -3.46 -4.69 0.370
H -0.43 -3.46 -3.31 0.365
H -0.10 -2.44 -4.72 0.428
H -3.11 -1.50 -5.05 0.373
H -1.65 -0.51 -5.26 0.393
H -2.91 -0.02 -4.12 0.328
H -3.01 0.61 -1.86 0.698
H -1.30 2.46 -1.84 0.491
H 2.44 4.83 0.94 0.330
H 3.86 4.90 -1.06 0.390
H 3.48 3.31 -2.90 0.354
H 0.79 0.71 -2.84 -0.817
H 3.76 0.99 -3.47 0.350
H 2.69 -0.33 -4.01 0.434
H 3.05 -0.11 -2.28 0.153
H 2.24 2.63 -4.72 0.357
H 0.53 2.75 -4.27 0.359
H 1.11 1.34 -5.17 0.443
H -0.25 2.27 1.46 -0.529
H 0.03 5.31 1.54 0.346
H -1.23 4.35 2.33 0.436
H -1.13 4.40 0.56 0.374
H 1.78 3.99 2.96 0.375
H 1.86 2.23 2.79 0.288
H 0.51 2.98 3.65 0.414
```

E_HOMO ... -6.3 eV
Largest force on an atom ... 1.59 eV Å⁻¹
Calculated total energy ... -52750.0972 eV
Relative energy (zero: lowest compared OMol25 entry of this formula, charge and spin) ... 0.0 kJ/mol
Total charge ... 0



The following is a DFT calculation (ωB97M-V/def2-TZVPD) of a molecular structure, C35H45AsN7O2S3Sn.

XYZ file:
```
94
Properties=species:S:1:pos:R:3:mulliken_charge:R:1
Sn -0.19 -0.50 -0.39 0.592
C 6.04 1.79 3.25 -1.729
C 4.73 1.17 2.82 -0.080
C 3.91 0.53 3.69 -0.053
C 2.73 -0.12 3.23 0.133
C 1.98 -1.03 3.97 -0.736
N 1.76 -1.01 5.27 -0.056
C 1.72 0.22 6.09 -1.034
C 0.83 1.27 5.42 -0.289
C -0.61 0.77 5.16 -0.977
N -1.13 1.26 3.89 0.320
C -1.99 2.23 3.76 0.018
C -2.41 2.76 2.52 0.212
C -3.33 3.84 2.52 -0.628
C -3.71 4.46 1.37 0.143
C -4.68 5.61 1.34 -1.618
C -3.11 4.00 0.17 -0.457
C -2.23 2.95 0.10 0.495
C -1.65 2.66 -1.22 -0.453
N -0.83 1.75 -1.54 0.268
C -0.37 1.74 -2.93 -0.680
C 1.14 1.89 -3.04 -0.675
C 1.94 0.68 -2.59 -1.054
N 1.90 0.49 -1.13 0.423
C 2.96 0.74 -0.49 -0.623
C 3.20 0.65 0.96 0.265
C 4.36 1.18 1.45 -0.377
C 2.29 0.02 1.87 0.659
O 1.14 -0.39 1.56 -0.518
C -1.87 2.24 1.30 0.366
O -1.13 1.21 1.30 -0.546
H 6.10 1.88 4.33 0.387
H 6.17 2.78 2.81 0.392
H 6.89 1.18 2.92 0.343
H 4.22 0.41 4.73 0.482
H 1.49 -1.83 3.41 0.498
H 1.28 -1.81 5.65 0.359
H 2.72 0.63 6.22 0.264
H 1.36 -0.06 7.07 0.507
H 1.28 1.54 4.47 0.254
H 0.81 2.16 6.04 0.524
H -1.28 1.09 5.96 0.500
H -0.63 -0.31 5.11 0.349
H -0.77 0.90 2.99 -0.110
H -2.39 2.66 4.67 0.412
H -3.73 4.18 3.47 0.324
H -5.05 5.84 2.34 0.367
H -5.54 5.39 0.70 0.348
H -4.21 6.51 0.94 0.349
H -3.37 4.51 -0.75 0.464
H -1.96 3.37 -1.99 0.224
H -0.85 2.55 -3.50 0.470
H -0.67 0.80 -3.39 -0.047
H 1.46 2.78 -2.47 0.258
H 1.38 2.07 -4.09 0.533
H 2.98 0.79 -2.92 0.557
H 1.54 -0.22 -3.05 0.233
H 3.84 1.10 -1.05 0.271
H 5.04 1.65 0.74 0.471
C 4.14 -4.75 0.48 -0.429
S 3.29 -4.99 -1.10 -0.071
C 1.78 -4.08 -0.90 0.267
S 1.56 -2.81 0.26 -0.208
N 0.94 -4.40 -1.83 -1.068
N -0.24 -3.63 -1.80 0.612
C -1.21 -4.12 -1.13 -0.333
C -2.57 -3.58 -0.98 0.462
C -3.59 -4.51 -0.77 -0.829
C -4.89 -4.06 -0.62 -0.398
C -5.13 -2.70 -0.67 -0.713
C -4.05 -1.85 -0.85 -0.334
N -2.80 -2.27 -1.00 0.179
H 5.20 -4.72 0.27 0.334
H 3.92 -5.57 1.15 0.262
H 3.82 -3.80 0.91 -0.089
H -1.01 -5.09 -0.70 0.403
H -3.36 -5.57 -0.74 0.459
H -5.70 -4.76 -0.46 0.423
H -6.13 -2.30 -0.56 0.407
H -4.19 -0.77 -0.88 0.484
C -2.13 -2.06 -6.00 -1.172
As -0.63 -0.86 -5.70 0.544
C 0.72 -1.84 -6.71 -1.147
C -1.09 0.47 -7.08 -1.180
S -0.22 -2.22 -2.81 -0.393
H -2.23 -2.30 -7.06 0.403
H -3.06 -1.59 -5.66 0.340
H -1.98 -2.98 -5.43 0.328
H 0.32 -2.15 -7.68 0.387
H 1.02 -2.72 -6.14 0.349
H 1.59 -1.21 -6.87 0.358
H -1.29 0.00 -8.04 0.383
H -0.26 1.17 -7.20 0.336
H -1.97 1.03 -6.76 0.352
```

E_HOMO ... -9.1 eV
Largest force on an atom ... 0.74 eV Å⁻¹
Calculated total energy ... -150720.1511 eV
Relative energy (zero: lowest compared OMol25 entry of this formula, charge and spin) ... 63.0 kJ/mol
Total charge ... +1



The following is a DFT calculation (ωB97M-V/def2-TZVPD) of a molecular structure, C35H45Br2Cl3FeN6OSi4Te in a non-equilibrium geometry.

XYZ file:
```
98
Properties=species:S:1:pos:R:3:mulliken_charge:R:1
Fe -0.46 -1.64 -0.16 -0.389
C 2.87 -3.40 -2.09 -1.930
C 1.70 -2.58 -1.68 0.537
N 1.12 -2.66 -0.54 2.001
N 1.51 -3.56 0.41 -1.586
C 0.69 -3.46 1.45 0.041
O -0.28 -2.64 1.55 -0.345
C 0.91 -4.42 2.57 0.285
C 0.04 -4.39 3.66 -0.237
C 0.21 -5.29 4.71 -0.868
C 1.25 -6.21 4.67 -0.394
C 2.11 -6.24 3.58 -0.775
C 1.94 -5.35 2.53 -0.165
C 1.10 -1.55 -2.54 0.706
C 1.50 -1.32 -3.85 -1.037
C 0.86 -0.34 -4.59 -0.599
C -0.13 0.43 -3.98 -1.291
C -0.44 0.16 -2.67 -0.307
N 0.12 -0.82 -1.96 1.681
H 2.98 -4.23 -1.39 0.402
H 3.79 -2.80 -2.07 0.280
H 2.75 -3.79 -3.10 0.435
H -0.76 -3.67 3.67 0.377
H -0.46 -5.26 5.56 0.416
H 1.38 -6.90 5.49 0.394
H 2.92 -6.97 3.55 0.407
H 2.60 -5.36 1.68 0.469
H 2.29 -1.92 -4.28 0.447
H 1.13 -0.16 -5.62 0.453
H -0.63 1.22 -4.52 0.597
H -1.18 0.75 -2.13 0.031
Br -5.33 1.62 3.34 -0.163
C -4.08 0.64 2.32 -0.447
C -2.86 0.30 2.85 -1.016
C -1.96 -0.35 2.02 -0.669
N -2.20 -0.68 0.75 1.725
C -3.44 -0.42 0.27 0.998
C -4.38 0.27 1.03 -0.895
C -3.86 -0.88 -1.09 0.413
C -5.20 -0.89 -1.47 -1.047
C -5.51 -1.34 -2.74 -0.169
Br -7.32 -1.39 -3.30 -0.167
C -4.52 -1.76 -3.60 -0.922
C -3.22 -1.71 -3.12 -0.462
N -2.90 -1.29 -1.91 0.344
H -2.59 0.54 3.87 0.498
H -0.98 -0.61 2.40 0.459
H -5.34 0.53 0.61 0.471
H -5.99 -0.59 -0.80 0.545
H -4.74 -2.11 -4.60 0.445
H -2.39 -2.04 -3.74 0.447
C 3.70 2.46 2.61 -0.970
Si 2.03 3.24 2.27 0.459
C 0.87 2.73 3.66 -0.949
C 2.25 5.11 2.39 -1.149
Si 1.23 2.45 0.21 0.443
Te 1.13 0.03 0.86 -1.084
Si -0.70 3.65 -0.37 0.684
C -1.60 3.27 -1.98 -0.944
C -0.10 5.43 -0.57 -1.096
C -1.96 3.51 1.01 -0.631
Si 2.91 2.76 -1.40 0.403
C 3.87 4.34 -1.06 -1.100
C 2.18 2.91 -3.13 -0.703
C 4.08 1.30 -1.39 -0.787
H 3.98 2.60 3.66 0.396
H 4.49 2.90 1.99 0.238
H 3.67 1.38 2.41 0.237
H 1.25 3.10 4.62 0.419
H 0.80 1.64 3.71 0.219
H -0.14 3.13 3.53 0.205
H 2.73 5.35 3.34 0.395
H 1.29 5.63 2.36 0.324
H 2.87 5.50 1.59 0.315
H -0.91 3.04 -2.80 0.065
H -2.17 4.16 -2.28 0.525
H -2.31 2.45 -1.89 0.216
H 0.43 5.54 -1.52 0.249
H 0.58 5.73 0.22 0.215
H -0.94 6.13 -0.58 0.396
H -2.13 2.45 1.26 -0.218
H -2.92 3.94 0.73 0.423
H -1.62 4.01 1.92 0.347
H 3.20 5.18 -0.85 0.304
H 4.49 4.62 -1.92 0.412
H 4.53 4.23 -0.19 0.263
H 1.54 3.79 -3.22 0.271
H 1.58 2.03 -3.37 -0.081
H 2.97 2.99 -3.88 0.456
H 4.48 1.11 -0.39 0.267
H 4.92 1.45 -2.07 0.387
H 3.55 0.39 -1.69 -0.020
Cl -3.88 -6.13 -0.73 -0.119
C -2.65 -5.48 0.38 0.687
Cl -3.44 -4.67 1.74 -0.090
Cl -1.58 -6.76 0.95 -0.069
C -1.87 -4.47 -0.33 -0.385
N -1.29 -3.62 -0.83 -0.255
```

E_HOMO ... -6.2 eV
Largest force on an atom ... 1.21 eV Å⁻¹
Calculated total energy ... -298860.0631 eV
Relative energy (zero: lowest compared OMol25 entry of this formula, charge and spin) ... 168.5 kJ/mol
Total charge ... 0



The following is a DFT calculation (ωB97M-V/def2-TZVPD) of a molecular structure, C35H45ClF3KN2OPS2SbSe2.

XYZ file:
```
94
Properties=species:S:1:pos:R:3:mulliken_charge:R:1
K -0.97 -0.13 0.40 1.096
F -3.28 1.25 6.00 -0.211
C -3.07 -0.08 6.02 0.532
F -4.21 -0.67 5.65 -0.261
F -2.92 -0.39 7.34 -0.351
C -1.87 -0.52 5.22 -0.072
C -0.81 -1.09 5.89 -0.261
C 0.31 -1.52 5.19 -1.071
C 0.28 -1.36 3.81 -0.301
N -0.72 -0.80 3.15 0.252
C -1.81 -0.34 3.81 -0.056
S -3.04 0.44 2.90 -0.321
H -0.86 -1.20 6.97 0.456
H 1.15 -1.97 5.68 0.391
H 1.11 -1.70 3.20 0.406
Se 0.84 -3.34 0.63 -0.551
P 1.77 -3.85 -1.24 0.787
Se 3.26 -2.58 -2.12 -0.528
C 2.45 -5.55 -1.04 0.125
C 1.60 -6.54 -0.58 -0.524
C 2.04 -7.85 -0.44 -0.635
C 3.36 -8.17 -0.75 -0.338
C 4.22 -7.18 -1.21 -0.544
C 3.76 -5.87 -1.36 -0.177
C 0.50 -4.19 -2.52 0.032
C -0.83 -3.81 -2.34 0.132
C -1.75 -4.04 -3.35 -0.544
C -1.37 -4.65 -4.54 -0.334
C -0.04 -5.03 -4.71 -0.641
C 0.88 -4.80 -3.71 -0.491
H 0.58 -6.28 -0.31 0.345
H 1.37 -8.61 -0.08 0.358
H 3.71 -9.19 -0.63 0.344
H 5.25 -7.42 -1.45 0.359
H 4.42 -5.09 -1.72 0.258
H -1.12 -3.33 -1.42 0.146
H -2.78 -3.72 -3.22 0.376
H -2.09 -4.81 -5.33 0.363
H 0.27 -5.50 -5.64 0.351
H 1.93 -5.07 -3.85 0.363
C 0.48 3.66 5.37 -1.166
C -0.16 2.55 4.54 0.024
Sb -0.41 2.87 2.40 -0.115
C -2.16 4.14 2.46 -0.862
C -2.50 4.84 3.77 -1.012
C 1.09 4.44 2.15 -0.797
C 0.74 5.86 2.59 -1.107
H 0.62 3.33 6.41 0.419
H -0.13 4.56 5.39 0.162
H 1.47 3.94 4.98 0.287
H -1.16 2.33 4.91 -0.083
H 0.41 1.63 4.63 0.338
H -2.97 3.47 2.17 0.523
H -2.05 4.85 1.64 0.518
H -2.60 4.12 4.59 0.158
H -3.45 5.38 3.69 0.407
H -1.73 5.56 4.06 0.146
H 1.31 4.43 1.08 0.322
H 1.99 4.09 2.66 0.512
H -0.18 6.21 2.11 0.256
H 1.53 6.57 2.31 0.407
H 0.60 5.94 3.67 0.162
O -0.40 -0.74 -2.15 -0.515
S 0.52 -0.01 -3.09 0.527
C -0.52 1.17 -4.00 0.315
C -0.98 0.54 -5.32 -0.940
C -0.73 -0.96 -5.22 -0.444
C 0.63 -1.09 -4.55 -0.323
H 0.05 2.09 -4.12 -0.136
H -1.33 1.38 -3.30 0.102
H -0.40 0.96 -6.15 0.306
H -2.03 0.77 -5.51 0.378
H -0.75 -1.46 -6.20 0.446
H -1.48 -1.43 -4.59 0.143
H 1.44 -0.70 -5.17 0.433
H 0.90 -2.08 -4.19 -0.250
N 1.90 0.17 0.24 -0.405
H 2.09 -0.74 0.66 0.151
H 2.65 0.79 0.52 0.186
H 2.04 -0.02 -0.75 0.066
Cl -2.88 4.63 -3.59 -0.342
C -1.26 4.27 -3.00 0.848
C -0.20 4.74 -3.74 -0.497
C 1.12 4.46 -3.39 -0.911
C 1.31 3.69 -2.23 -0.474
C 0.26 3.21 -1.48 0.117
C -1.13 3.46 -1.82 0.432
C -2.17 2.92 -1.11 -1.045
H -0.42 5.33 -4.63 0.362
H 1.95 4.83 -3.97 0.316
H 2.32 3.43 -1.91 0.340
H 0.46 2.59 -0.62 0.278
H -3.20 3.13 -1.35 0.130
H -1.98 2.43 -0.16 -0.352
```

E_HOMO ... -0.8 eV
Largest force on an atom ... 0.24 eV Å⁻¹
Calculated total energy ... -247247.2471 eV
Relative energy (zero: lowest compared OMol25 entry of this formula, charge and spin) ... 2.9 kJ/mol
Total charge ... -2